[1]
Density functional theory data (wB97M-V/def2-TZVPD) for an isolated ion of composition C4H5BrIO2 and charge -1 in a non-equilibrium geometry.

Results
F_max ... 5.417 eV Å⁻¹
Gap between HOMO and LUMO ... 7.40 eV
LUMO level ... 2.7 eV
HOMO energy ... -4.699 eV
E_tot ... -86468.1112 eV
Relative energy (zero: lowest compared OMol25 entry of this formula, charge and spin) ... 0.0 kcal per mole

The geometry in ORCA input format:
```
! RIJCOSX wB97M-V def2-TZVPD def2/J DEFGRID3
* xyz -1 1
C -0.34577 1.11325 0.27353
C 0.15891 0.24858 1.31027
I 2.37730 0.03692 1.73748
C -0.42764 -1.38039 1.10079
Br -0.49405 -2.55204 2.69955
C -1.90050 -1.59207 0.45952
O -2.55245 -0.57495 0.38527
O -2.09584 -2.74986 0.10106
H -1.37799 0.94778 0.35156
H 0.01175 2.13811 0.26099
H 0.02231 0.67870 -0.62845
H -0.08631 0.45855 2.27235
H 0.18248 -1.99006 0.52134
*
```

These are the Löwdin partial charges, in e, on atoms 1 to 4: atom 1 (C): -0.17, atom 2 (C): -0.65, atom 3 (I): 0.55, atom 4 (C): -0.56

***

[2]
Density functional theory data (wB97M-V/def2-TZVPD) for a 10-piece molecular cluster, C45H110N10O5 overall in a non-equilibrium geometry.

Results
F_max ... 5.332 eV Å⁻¹
Gap between HOMO and LUMO ... 8.17 eV
LUMO level ... 0.3 eV
HOMO energy ... -7.908 eV
E_tot ... -73583.1114 eV
Relative energy (zero: lowest compared OMol25 entry of this formula, charge and spin) ... 152.0 kcal per mole

The geometry in ORCA input format:
```
! RIJCOSX wB97M-V def2-TZVPD def2/J DEFGRID3
* xyz 0 1
C 1.56110 -3.43579 -5.20546
C 2.05990 -2.83964 -6.52475
N 1.33891 -1.76275 -7.13758
C 1.57943 -0.47286 -6.42815
C 0.59367 0.65425 -6.71644
C 1.73688 -1.56114 -8.52140
C 1.41124 -2.67008 -9.41074
H 2.35760 -4.08176 -4.83612
H 0.66037 -4.04920 -5.22795
H 1.42738 -2.72600 -4.38911
H 3.13495 -2.68493 -6.43289
H 1.91113 -3.72657 -7.14065
H 1.49329 -0.62270 -5.35194
H 2.54444 -0.06666 -6.73126
H -0.42228 0.27886 -6.59386
H 0.71625 1.43060 -5.96121
H 0.60150 1.17441 -7.67428
H 2.77170 -1.22968 -8.60729
H 1.15676 -0.74756 -8.95690
H 2.25464 -3.36016 -9.43483
H 1.33397 -2.45945 -10.47740
H 0.45785 -3.17415 -9.25247
C -7.49438 2.04186 0.60620
C -6.65946 2.43932 1.88806
N -5.71250 3.51165 1.35053
C -5.04035 4.19887 2.45703
C -4.15251 5.29102 1.92292
C -4.79755 3.10635 0.24327
C -3.65227 2.23615 0.81583
H -7.08366 1.34931 -0.12850
H -8.03702 2.82312 0.07397
H -8.27019 1.42073 1.05387
H -7.32460 2.84310 2.65138
H -6.21183 1.57155 2.37253
H -5.83939 4.63790 3.05443
H -4.62012 3.39897 3.06667
H -4.68799 6.08525 1.40277
H -3.49692 5.52007 2.76307
H -3.45291 4.89159 1.18868
H -4.46084 3.91154 -0.40972
H -5.30521 2.54766 -0.54302
H -2.78742 2.44578 0.18639
H -3.74848 1.15067 0.79155
H -3.36720 2.45605 1.84465
C 1.89751 5.45058 6.14035
C 1.40951 4.05237 6.46549
N -0.00932 3.88022 6.34051
C -0.53577 3.95477 4.90796
C 0.23097 3.03031 3.89337
C -0.49493 2.66361 7.06397
C -1.97346 2.80138 7.53683
H 1.79926 5.76603 5.10163
H 2.90623 5.77865 6.39126
H 1.18298 6.15211 6.57093
H 1.92746 3.25855 5.92728
H 1.67954 3.97837 7.51891
H -1.54003 3.53117 4.89703
H -0.57357 4.91251 4.38892
H 1.29425 3.21919 4.04120
H 0.05132 1.96714 4.05308
H -0.14211 3.05840 2.86960
H 0.16498 2.53381 7.92174
H -0.33183 1.75181 6.48941
H -2.42295 1.91807 7.99050
H -2.61268 3.01340 6.67978
H -2.03666 3.62405 8.24910
C 1.22691 -4.32079 -0.27881
C 2.66893 -4.67642 -0.76605
N 2.89290 -6.12155 -0.58461
C 2.81264 -6.71530 0.74512
C 3.60916 -5.82040 1.73384
C 2.22155 -6.91236 -1.62005
C 2.43029 -8.39803 -1.63692
H 0.85787 -3.51110 -0.90834
H 0.95167 -3.96852 0.71529
H 0.51200 -5.12961 -0.42982
H 2.77021 -4.38262 -1.81081
H 3.33945 -4.01362 -0.21905
H 3.26191 -7.70593 0.67497
H 1.79277 -6.78808 1.12284
H 3.63740 -6.22530 2.74545
H 3.09516 -4.86747 1.85958
H 4.63467 -5.65175 1.40523
H 1.17296 -6.64255 -1.49455
H 2.47235 -6.57860 -2.62693
H 3.48816 -8.60809 -1.79464
H 2.24724 -8.92156 -0.69857
H 1.89843 -8.84657 -2.47599
C -3.93865 -2.24475 8.16226
C -4.25660 -1.52846 6.82468
N -3.04686 -1.16666 6.01469
C -2.01668 -2.10999 5.86113
C -2.41189 -3.39001 5.01964
C -3.58017 -0.45724 4.82049
C -2.69044 0.80190 4.50555
H -4.87047 -2.62116 8.58430
H -3.41517 -1.69802 8.94657
H -3.28053 -3.09947 8.00589
H -4.96825 -2.14153 6.27169
H -4.90563 -0.67275 7.01079
H -1.09390 -1.72424 5.42782
H -1.66291 -2.38138 6.85577
H -1.54563 -4.03023 4.85288
H -3.03534 -4.02077 5.65332
H -2.86599 -3.23387 4.04111
H -4.61771 -0.13555 4.91057
H -3.68708 -1.16790 4.00095
H -1.68884 0.60759 4.12194
H -2.47596 1.36023 5.41679
H -3.23027 1.33128 3.72041
C -0.85043 5.46788 -0.23286
N 0.41590 6.13061 -0.60039
C 1.65092 5.68273 -0.32232
C 1.89383 4.31682 0.31877
O 2.63917 6.34528 -0.59383
H -0.77217 4.55929 -0.82988
H -1.75683 6.01052 -0.50136
H -0.86415 5.16615 0.81446
H 0.47046 7.02240 -1.07139
H 2.95931 4.09848 0.24685
H 1.31038 3.54520 -0.18353
H 1.49331 4.44621 1.32423
C -1.12185 -4.73819 -3.14152
N -1.98080 -3.62093 -3.47376
C -2.22646 -2.65850 -2.61737
C -3.16637 -1.61748 -3.09307
O -1.69167 -2.51293 -1.47961
H -1.26010 -5.61983 -3.76739
H -1.32953 -5.01448 -2.10777
H -0.09680 -4.37229 -3.08256
H -2.42088 -3.63847 -4.38268
H -4.08885 -1.77782 -3.65112
H -2.57960 -0.99520 -3.76876
H -3.42787 -0.95646 -2.26677
C 4.57864 -1.82521 -3.25383
N 5.21844 -0.81577 -4.23059
C 4.47667 0.19768 -4.71454
C 5.21429 0.90063 -5.83432
O 3.42685 0.67369 -4.31406
H 4.45596 -2.75974 -3.80127
H 3.57882 -1.56577 -2.90578
H 5.25458 -1.91819 -2.40380
H 6.19338 -0.95892 -4.45218
H 4.54593 1.32559 -6.58319
H 5.72882 0.16992 -6.45835
H 5.85627 1.70767 -5.48125
C 1.22245 -0.01732 -2.26820
N 0.57923 -0.46828 -1.05993
C -0.10577 0.32125 -0.30714
C -0.62865 -0.32254 1.02324
O -0.30647 1.51047 -0.53519
H 2.24729 0.23793 -1.99867
H 0.71869 0.86660 -2.65937
H 1.33938 -0.78852 -3.02957
H 0.52738 -1.46435 -0.90103
H -0.19919 -1.30348 1.22677
H -1.63062 -0.75074 1.05139
H -0.63431 0.34068 1.88823
C 2.77453 3.50366 -3.07580
N 3.90943 2.89729 -2.42436
C 4.90294 3.52517 -1.79903
C 5.90241 2.69114 -1.06630
O 5.11015 4.80687 -1.76484
H 2.52630 4.52979 -2.80463
H 1.81905 2.99542 -2.94599
H 2.76648 3.44527 -4.16420
H 3.99811 1.89790 -2.54036
H 6.81784 3.18633 -1.39017
H 5.82138 1.63600 -1.32745
H 5.73549 2.80969 0.00430
*
```

These are the Löwdin partial charges, in e, on atoms 1 to 4: atom 1 (C): -0.08, atom 2 (C): -0.27, atom 3 (N): -0.15, atom 4 (C): -0.24

***

[3]
Density functional theory data (wB97M-V/def2-TZVPD) for a 2-piece molecular cluster, C6H7N3O overall in a non-equilibrium geometry.

Results
F_max ... 2.574 eV Å⁻¹
Gap between HOMO and LUMO ... 9.54 eV
LUMO level ... -0.8 eV
HOMO energy ... -10.292 eV
E_tot ... -12851.9549 eV
Relative energy (zero: lowest compared OMol25 entry of this formula, charge and spin) ... 25.9 kcal per mole

The geometry in ORCA input format:
```
! RIJCOSX wB97M-V def2-TZVPD def2/J DEFGRID3
* xyz 0 1
C -0.02118 -2.39623 1.69093
C -0.02533 -1.02111 1.10247
C 0.60210 -0.73627 -0.12723
N 0.73688 0.51071 -0.55195
C -0.04224 1.44000 0.01631
C -0.48778 2.53279 -0.83706
N -1.13171 3.13973 -1.59953
C -0.68208 1.17068 1.23008
N -0.61425 -0.03627 1.78434
H 0.40678 -3.13037 0.99877
H 0.56249 -2.39997 2.62287
H -1.04654 -2.69871 1.94418
H 0.82229 -1.53908 -0.83462
H -1.21599 1.96076 1.76165
O 1.00787 1.15824 -3.28085
H 1.09598 0.69813 -2.42419
H 0.03272 1.34697 -3.49619
*
```

These are the Löwdin partial charges, in e, on atoms 1 to 4: atom 1 (C): -0.03, atom 2 (C): -0.30, atom 3 (C): -0.05, atom 4 (N): 0.10

***

Question: Among the records above, which one has the highest relative energy (zero: lowest compared OMol25 entry of this formula, charge and spin)?
Answer: C45H110N10O5